No. 1
Here is a molecular structure, C35H34Cl5N3O2Tl from OMol25. Energies are from wB97M-V/def2-TZVPD.

Positions of all 80 atoms, in Å:
Tl  -1.102  1.481  -0.631
C  2.265  -2.356  0.771
O  1.222  -2.787  -0.088
C  0.332  -1.829  -0.434
O  0.445  -0.667  -0.107
N  -0.665  -2.378  -1.144
N  -1.812  -1.715  -1.598
H  2.974  -3.181  0.804
H  1.866  -2.149  1.769
H  2.727  -1.447  0.381
H  -0.569  -3.343  -1.425
H  -2.235  -1.213  -0.806
H  -1.553  -1.019  -2.303
Cl  1.279  3.844  -2.457
C  1.245  4.291  -0.789
C  0.340  3.673  0.064
C  0.300  4.161  1.363
Cl  -0.847  3.483  2.465
C  1.123  5.188  1.816
Cl  1.012  5.792  3.430
C  2.059  5.736  0.948
Cl  3.123  6.974  1.491
C  2.124  5.286  -0.366
Cl  3.287  5.970  -1.441
C  -0.438  0.985  -2.861
C  0.667  0.396  -2.808
C  1.863  -0.242  -2.986
C  1.854  -1.644  -3.333
C  0.781  -2.186  -4.056
C  0.689  -3.544  -4.273
C  1.660  -4.398  -3.774
C  2.737  -3.876  -3.073
C  2.844  -2.518  -2.865
C  3.102  0.465  -2.703
C  4.266  0.220  -3.436
C  5.435  0.888  -3.139
C  5.469  1.812  -2.106
C  4.316  2.077  -1.380
C  3.147  1.404  -1.668
H  0.024  -1.514  -4.438
H  -0.147  -3.941  -4.832
H  1.577  -5.464  -3.927
H  3.493  -4.541  -2.678
H  3.676  -2.123  -2.298
H  4.240  -0.484  -4.257
H  6.329  0.694  -3.719
H  6.388  2.327  -1.868
H  4.331  2.810  -0.584
H  2.254  1.577  -1.083
C  -3.212  -2.213  5.260
C  -2.443  -1.413  4.242
C  -1.141  -1.020  4.512
C  -0.440  -0.282  3.566
C  0.967  0.182  3.823
C  -1.051  0.056  2.382
C  -2.369  -0.313  2.054
C  -3.043  -1.068  3.043
N  -2.835  0.010  0.826
C  -4.243  0.177  0.529
C  -4.983  0.998  1.599
C  -4.951  -1.176  0.296
C  -4.338  0.945  -0.801
H  -2.564  -2.523  6.077
H  -3.645  -3.102  4.806
H  -4.025  -1.621  5.680
H  -0.675  -1.284  5.453
H  1.398  -0.313  4.692
H  0.984  1.259  3.997
H  1.589  -0.020  2.953
H  -0.494  0.658  1.678
H  -4.047  -1.420  2.867
H  -4.913  0.529  2.576
H  -6.034  1.108  1.337
H  -4.537  1.988  1.670
H  -5.058  -1.739  1.217
H  -4.371  -1.776  -0.400
H  -5.943  -1.014  -0.120
H  -3.873  1.926  -0.699
H  -5.374  1.094  -1.097
H  -3.831  0.390  -1.586

M (u): 910.32
Total charge: -1
Energy above the lowest of the compared OMol25 structures with the same formula, charge and spin (eV): 1.0726
Lowest unoccupied orbital energy (Ha): 0.034
Gap between HOMO and LUMO (eV): 4.7
HOMO energy (Ha): -0.13932

Atom charges from the Mulliken analysis, given in e for atoms 1 to 8: atom 1 (Tl): 1.1315, atom 2 (C): -0.6988, atom 3 (O): -0.5216, atom 4 (C): 0.4324, atom 5 (O): -0.0300, atom 6 (N): 0.1350, atom 7 (N): -0.8523, atom 8 (H): 0.2741

=====

No. 2
Here is 2 unconnected molecules or ions with the total composition C5H13N2O2S from OMol25. Energies are from wB97M-V/def2-TZVPD.

Positions of all 23 atoms, in Å:
C  -3.266  -0.725  -0.009
C  3.765  0.267  0.008
C  2.431  -0.408  -0.285
C  1.263  0.477  0.142
C  -0.090  -0.160  -0.193
N  -1.183  0.524  0.455
N  -2.937  -1.964  0.212
O  -4.129  0.176  0.399
O  -3.703  0.038  -0.983
S  -1.409  2.083  0.149
H  3.864  1.188  -0.567
H  3.852  0.504  1.066
H  4.587  -0.395  -0.261
H  2.358  -0.618  -1.355
H  2.381  -1.362  0.244
H  1.310  0.649  1.219
H  1.337  1.444  -0.361
H  -0.109  -1.181  0.203
H  -0.216  -0.207  -1.282
H  -2.216  2.338  1.224
H  -2.958  -2.319  1.165
H  -2.410  -2.476  -0.485
H  -2.523  2.127  -0.704

M (u): 165.24
Total charge: +1
Energy above the lowest of the compared OMol25 structures with the same formula, charge and spin (eV): 5.3898
Lowest unoccupied orbital energy (Ha): -0.152
Gap between HOMO and LUMO (eV): 8.5
HOMO energy (Ha): -0.46360

Atom charges from the Mulliken analysis, given in e for atoms 1 to 8: atom 1 (C): 0.6853, atom 2 (C): -1.3125, atom 3 (C): -0.4551, atom 4 (C): -0.6043, atom 5 (C): -0.5337, atom 6 (N): -0.3927, atom 7 (N): -0.2129, atom 8 (O): -0.1551

=====

No. 3
Here is 9 unconnected molecules or ions with the total composition C22H65N3O13 from OMol25. Energies are from wB97M-V/def2-TZVPD.

Positions of all 103 atoms, in Å:
C  2.439  -2.884  4.745
O  3.016  -4.168  4.983
C  3.851  -4.274  6.140
C  4.591  -5.684  6.148
C  5.580  -5.867  7.298
N  5.420  -5.794  4.985
H  1.719  -2.892  3.927
H  3.155  -2.181  4.321
H  2.019  -2.462  5.658
H  4.577  -3.468  6.248
H  3.254  -4.269  7.052
H  3.844  -6.477  6.166
H  6.072  -6.832  7.179
H  5.175  -5.822  8.309
H  6.423  -5.176  7.313
H  4.951  -5.582  4.116
H  6.155  -5.105  5.050
C  2.234  1.296  -8.146
O  2.981  2.153  -7.267
C  2.370  2.236  -5.976
C  3.234  3.169  -5.127
C  4.683  2.707  -4.900
N  2.658  3.156  -3.821
H  2.269  0.268  -7.783
H  2.639  1.409  -9.152
H  1.182  1.582  -8.166
H  1.363  2.646  -6.056
H  2.302  1.210  -5.614
H  3.153  4.221  -5.401
H  5.173  2.514  -5.854
H  4.701  1.719  -4.441
H  5.417  3.422  -4.527
H  1.764  3.620  -3.899
H  3.249  3.780  -3.290
C  -6.782  -2.908  2.365
O  -7.584  -1.883  3.000
C  -7.759  -0.673  2.146
C  -8.164  0.516  3.013
C  -9.619  0.380  3.447
N  -8.153  1.844  2.292
H  -7.161  -3.080  1.358
H  -6.583  -3.805  2.952
H  -5.759  -2.543  2.268
H  -6.859  -0.503  1.556
H  -8.534  -0.869  1.405
H  -7.437  0.694  3.805
H  -10.393  0.552  2.699
H  -10.092  0.828  4.321
H  -9.748  -0.653  3.771
H  -8.744  2.469  2.821
H  -8.715  1.771  1.457
O  -3.442  -2.110  -4.485
C  -4.406  -2.862  -3.720
C  -3.866  -4.284  -3.534
O  -2.681  -4.180  -2.758
H  -2.599  -2.312  -4.072
H  -4.579  -2.538  -2.694
H  -5.336  -2.998  -4.273
H  -3.746  -4.647  -4.555
H  -4.672  -4.802  -3.015
H  -2.097  -4.937  -2.843
O  -0.929  5.527  1.958
C  -1.958  5.586  1.091
C  -2.882  6.799  1.380
O  -2.170  7.949  0.875
H  -0.535  4.672  1.773
H  -1.431  5.610  0.136
H  -2.412  4.598  1.161
H  -3.031  6.776  2.459
H  -3.874  6.608  0.970
H  -1.410  8.033  1.456
O  3.913  -4.708  -2.133
C  3.961  -3.271  -2.122
C  4.784  -2.727  -0.846
O  6.142  -3.198  -0.956
H  4.668  -5.041  -1.642
H  4.455  -2.831  -2.989
H  2.989  -2.778  -2.087
H  4.330  -3.059  0.088
H  4.686  -1.641  -0.823
H  6.077  -4.148  -0.833
O  6.268  3.271  1.375
C  5.239  2.907  2.276
C  5.725  2.890  3.801
O  6.760  1.949  4.113
H  6.993  2.644  1.435
H  4.351  3.534  2.195
H  4.917  1.892  2.044
H  4.913  2.753  4.515
H  6.089  3.901  3.980
H  7.069  2.151  4.999
C  -4.728  3.521  -5.469
O  -4.052  2.600  -6.369
H  -4.780  4.511  -5.924
H  -5.752  3.167  -5.348
H  -4.307  3.516  -4.464
H  -3.832  1.775  -5.930
C  -1.030  0.798  -0.867
O  0.066  1.163  -0.150
H  -1.368  1.517  -1.613
H  -0.797  -0.045  -1.518
H  -1.870  0.515  -0.233
H  0.652  1.680  -0.708

M (u): 579.77
Energy above the lowest of the compared OMol25 structures with the same formula, charge and spin (eV): 3.8568
Lowest unoccupied orbital energy (Ha): 0.001
SMILES string: COC[C@H](C)N.COC[C@H](C)N.COC[C@H](C)N.OCCO.OCCO.OCCO.OCCO.CO.CO
Gap between HOMO and LUMO (eV): 9.1
HOMO energy (Ha): -0.33473

Atom charges from the Mulliken analysis, given in e for atoms 1 to 8: atom 1 (C): -0.7298, atom 2 (O): -0.3056, atom 3 (C): -0.6451, atom 4 (C): 0.3677, atom 5 (C): -1.4339, atom 6 (N): -0.7060, atom 7 (H): 0.2686, atom 8 (H): 0.2850

=====

No. 4
Here is a molecular structure, C12H20ClO4PdSb2 from OMol25. Energies are from wB97M-V/def2-TZVPD.

Positions of all 40 atoms, in Å:
Pd  -1.362  -0.772  -1.987
C  2.973  -0.636  -3.491
Sb  1.214  -0.326  -2.359
C  1.432  1.632  -1.584
C  1.601  -1.718  -0.469
C  1.781  -0.883  0.672
C  3.056  -0.268  0.859
C  3.350  0.560  1.950
C  2.368  0.816  2.875
C  1.093  0.208  2.738
C  0.768  -0.665  1.674
C  -0.463  -1.373  1.749
Sb  -2.334  -0.209  0.449
C  -3.939  -1.336  1.255
C  -2.089  1.620  1.472
H  3.797  -0.236  -2.905
H  2.848  -0.068  -4.413
H  3.095  -1.693  -3.709
H  2.430  1.799  -1.183
H  0.669  1.804  -0.828
H  1.268  2.322  -2.415
H  2.504  -2.196  -0.858
H  0.749  -2.384  -0.472
H  3.837  -0.468  0.132
H  4.338  0.990  2.059
H  2.565  1.463  3.721
H  0.351  0.381  3.510
H  -0.984  -1.331  2.705
H  -0.570  -2.316  1.219
H  -3.882  -1.276  2.340
H  -3.884  -2.363  0.906
H  -4.822  -0.829  0.868
H  -2.195  1.420  2.537
H  -2.902  2.251  1.116
H  -1.126  2.062  1.240
O  -3.897  0.920  -0.869
Cl  -3.562  0.835  -2.317
O  -4.424  1.597  -3.096
O  -3.520  -0.597  -2.661
O  -2.130  1.267  -2.432

M (u): 613.68
Expectation value of S²: 6.034
Total charge: +3
Lowest unoccupied orbital energy (alpha / beta) (Ha): -0.380 / -0.512
Gap between HOMO and LUMO (alpha / beta) (eV): 8.2 / 6.1
HOMO energy (alpha / beta) (Ha): -0.67977 / -0.73620
2S+1: 5

Atom charges from the Mulliken analysis, given in e for atoms 1 to 8: atom 1 (Pd): -0.0204, atom 2 (C): -1.0663, atom 3 (Sb): 1.1123, atom 4 (C): -1.0660, atom 5 (C): -1.9718, atom 6 (C): 1.2723, atom 7 (C): -0.2428, atom 8 (C): -0.7210

=====

No. 5
Here is a molecular structure, C30H25GeLuN6OS2 from OMol25. Energies are from wB97M-V/def2-TZVPD.

Positions of all 66 atoms, in Å:
Lu  9.512  10.604  12.223
N  7.869  13.983  14.152
C  8.734  13.005  13.922
S  9.858  13.140  12.637
N  8.578  11.959  14.735
N  9.521  10.969  14.433
C  10.175  10.463  15.399
C  11.305  9.616  15.173
C  12.305  9.638  16.162
C  13.425  8.775  16.113
C  13.521  7.892  15.058
C  12.592  7.924  14.026
C  11.489  8.740  14.062
O  10.519  8.681  13.065
H  7.964  14.885  13.695
H  7.190  13.889  14.883
H  10.006  10.942  16.397
H  12.176  10.300  16.992
H  14.101  8.721  16.931
H  14.349  7.218  15.021
H  12.733  7.254  13.147
N  8.851  12.278  8.282
C  10.181  12.082  7.954
C  10.880  12.265  6.766
C  12.186  11.873  6.754
C  12.785  11.221  7.847
C  12.081  11.016  8.996
C  10.781  11.522  9.071
N  9.789  11.362  10.058
C  8.697  11.906  9.566
C  7.420  11.774  10.263
C  6.176  12.159  9.879
S  5.075  11.756  11.095
C  6.298  11.011  11.989
N  7.465  11.066  11.457
H  8.200  12.702  7.679
H  10.382  12.724  5.902
H  12.760  12.078  5.842
H  13.843  11.053  7.745
H  12.610  10.536  9.803
H  5.875  12.786  9.040
H  6.220  10.594  12.981
Ge  9.664  7.064  12.371
C  9.554  7.696  10.566
C  8.385  8.128  9.979
C  8.323  8.453  8.642
C  9.431  8.208  7.847
C  10.635  7.800  8.433
C  10.709  7.587  9.786
C  7.946  7.114  13.324
C  6.730  6.625  12.805
C  5.525  6.888  13.426
C  5.506  7.619  14.586
C  6.680  8.125  15.086
C  7.897  7.881  14.477
H  10.695  5.981  12.662
H  7.498  8.204  10.601
H  7.413  8.736  8.215
H  9.328  8.306  6.743
H  11.552  7.731  7.833
H  11.648  7.180  10.177
H  6.712  6.046  11.909
H  4.674  6.423  12.960
H  4.630  7.868  15.172
H  6.718  8.733  15.959
H  8.762  8.227  14.973

M (u): 797.28
Total charge: +2
Energy above the lowest of the compared OMol25 structures with the same formula, charge and spin (eV): 0.4824
Lowest unoccupied orbital energy (Ha): -0.208
Gap between HOMO and LUMO (eV): 7.8
HOMO energy (Ha): -0.49366

Atom charges from the Mulliken analysis, given in e for atoms 1 to 8: atom 1 (Lu): 1.0934, atom 2 (N): -0.3692, atom 3 (C): 0.6696, atom 4 (S): -0.4838, atom 5 (N): -1.2248, atom 6 (N): 0.5726, atom 7 (C): -0.7791, atom 8 (C): 1.0439

=====

No. 6
Here is 2 unconnected molecules or ions with the total composition C46H44N2O from OMol25. Energies are from wB97M-V/def2-TZVPD.

Positions of all 93 atoms, in Å:
C  -4.903  -1.028  -1.693
C  -3.532  -0.728  -2.210
C  -3.034  0.583  -2.201
C  -1.711  0.845  -2.573
C  -1.102  2.213  -2.443
C  -0.899  -0.244  -2.960
N  0.459  0.019  -3.251
C  1.539  -0.620  -2.753
N  2.648  0.065  -3.210
C  3.994  -0.259  -2.920
C  4.364  -1.617  -2.785
C  3.390  -2.738  -2.918
C  5.706  -1.953  -2.645
C  6.693  -0.971  -2.563
C  8.133  -1.323  -2.265
C  6.321  0.363  -2.791
C  4.984  0.742  -2.941
C  4.737  2.190  -3.166
C  2.321  0.886  -4.397
C  0.820  0.871  -4.430
C  -1.422  -1.544  -3.110
C  -0.563  -2.640  -3.656
C  -2.735  -1.768  -2.702
H  -5.231  -2.015  -2.028
H  -4.931  -1.048  -0.598
H  -5.640  -0.288  -2.021
H  -3.672  1.410  -1.862
H  -0.010  2.161  -2.483
H  -1.433  2.899  -3.232
H  -1.349  2.678  -1.480
H  3.819  -3.642  -2.453
H  2.422  -2.515  -2.436
H  3.189  -3.003  -3.972
H  6.003  -3.003  -2.594
H  8.718  -0.413  -2.087
H  8.217  -1.949  -1.368
H  8.614  -1.878  -3.083
H  7.115  1.117  -2.833
H  5.444  2.775  -2.563
H  4.946  2.474  -4.206
H  3.742  2.521  -2.904
H  2.686  1.911  -4.347
H  2.737  0.406  -5.297
H  0.443  0.402  -5.347
H  0.388  1.868  -4.333
H  -1.099  -3.595  -3.592
H  -0.297  -2.503  -4.718
H  0.379  -2.733  -3.097
H  -3.150  -2.778  -2.759
C  0.552  5.926  1.372
C  -0.497  5.310  0.670
C  -1.030  4.089  1.103
C  -0.496  3.438  2.251
C  -0.911  2.072  2.640
C  -1.158  1.126  1.688
C  -1.553  -0.215  2.001
C  -1.667  -1.180  0.956
C  -2.621  -2.229  1.062
C  -3.780  -2.096  1.887
C  -4.554  -3.197  2.231
C  -4.280  -4.453  1.666
C  -3.283  -4.546  0.686
C  -2.458  -3.469  0.391
C  -1.819  -0.500  3.400
C  -1.611  0.399  4.408
C  -1.960  0.122  5.826
C  -3.128  -0.593  6.202
C  -3.412  -0.865  7.548
C  -2.554  -0.434  8.567
C  -1.394  0.266  8.215
C  -1.120  0.545  6.875
C  -0.862  1.642  4.064
O  -0.226  2.279  4.923
C  0.534  4.087  2.940
C  1.064  5.301  2.517
H  0.985  6.865  1.016
H  -0.888  5.778  -0.235
H  -1.887  3.650  0.581
H  -1.006  1.348  0.633
H  -1.015  -1.128  0.084
H  -4.033  -1.106  2.289
H  -5.357  -3.075  2.966
H  -4.847  -5.331  1.982
H  -3.138  -5.502  0.178
H  -1.651  -3.552  -0.340
H  -2.125  -1.510  3.669
H  -3.843  -0.895  5.424
H  -4.316  -1.424  7.809
H  -2.778  -0.644  9.613
H  -0.705  0.616  8.977
H  -0.240  1.119  6.625
H  0.939  3.612  3.827
H  1.872  5.750  3.089

M (u): 640.87
Energy above the lowest of the compared OMol25 structures with the same formula, charge and spin (eV): 0.1803
Lowest unoccupied orbital energy (Ha): -0.048
Gap between HOMO and LUMO (eV): 6.3
HOMO energy (Ha): -0.27965

Atom charges from the Mulliken analysis, given in e for atoms 1 to 8: atom 1 (C): -1.5506, atom 2 (C): 0.8102, atom 3 (C): -0.6100, atom 4 (C): 1.5769, atom 5 (C): -1.4129, atom 6 (C): -0.5800, atom 7 (N): 1.1089, atom 8 (C): -1.1902

=====

| no. | F_max (Eh/bohr) | total energy (hartree) |
| --- | --- | --- |
| 1 | 0.04291 | -4142.21625 |
| 2 | 0.04698 | -855.98952 |
| 3 | 0.07654 | -2019.27602 |
| 4 | 0.01721 | -1837.22041 |
| 5 | 0.04207 | -5670.45507 |
| 6 | 0.05662 | -1963.94832 |